1.
A molecular structure, C21H45F8O9PSiTeZn. Source: the Open Molecules 2025 dataset; level of theory: ωB97M-V with the def2-TZVPD basis set.

```
87
Properties=species:S:1:pos:R:3:mulliken_charge:R:1
Zn 0.996 -1.373 0.026 2.786
F 5.439 -2.621 0.779 -0.442
Te 4.114 -1.356 1.227 2.030
F 5.296 -0.900 2.618 -0.429
F 3.235 0.190 1.771 -0.455
F 3.506 -2.615 2.453 -0.424
F 5.178 -0.200 0.172 -0.442
O 3.007 -1.792 -0.119 -1.008
C -2.005 -4.618 2.834 -1.558
C -0.497 -4.825 2.737 1.697
C 0.105 -5.141 4.101 -1.766
C -0.178 -5.922 1.728 -1.712
O 0.141 -3.665 2.193 0.078
P -0.063 -2.145 2.671 0.136
O -0.329 -2.033 4.130 -0.980
O 1.089 -1.397 2.048 -0.447
O -1.390 -1.763 1.821 0.317
C -2.222 -0.623 2.100 2.096
C -3.195 -0.995 3.216 -2.297
C -1.396 0.601 2.485 -1.976
C -2.954 -0.368 0.790 -1.606
H -2.481 -5.549 3.156 0.544
H -2.402 -4.329 1.860 0.225
H -2.234 -3.833 3.554 0.280
H -0.301 -6.080 4.487 0.437
H -0.115 -4.329 4.794 0.336
H 1.188 -5.234 4.009 0.338
H -0.591 -6.879 2.062 0.396
H 0.902 -6.018 1.615 0.340
H -0.597 -5.663 0.756 0.293
H -2.636 -1.235 4.120 0.357
H -3.786 -1.866 2.920 0.364
H -3.876 -0.163 3.415 0.450
H -0.873 0.431 3.428 0.476
H -2.064 1.460 2.597 0.640
H -0.664 0.818 1.706 0.268
H -3.491 -1.269 0.484 0.414
H -2.239 -0.109 0.008 -0.020
H -3.667 0.454 0.903 0.499
F -0.314 -2.468 -2.309 -0.295
C 0.028 -2.877 -1.020 -0.173
F -1.146 -3.410 -0.553 -0.209
F 0.812 -3.990 -1.245 -0.247
C -3.400 2.184 -2.072 -1.617
C -2.131 1.914 -2.879 1.767
C -1.540 3.233 -3.377 -1.290
C -2.435 0.999 -4.061 -1.787
O -1.246 1.203 -2.034 0.461
Si 0.123 1.627 -1.224 -5.419
O 0.583 0.483 -0.255 5.155
O 1.263 2.164 -2.313 -0.035
C 2.223 1.389 -3.035 2.135
C 2.500 2.170 -4.317 -2.058
C 3.481 1.280 -2.183 -1.403
C 1.696 -0.001 -3.383 -1.359
O -0.312 3.016 -0.418 -0.693
C 0.544 3.858 0.351 2.068
C -0.326 4.424 1.471 -1.742
C 1.038 4.980 -0.560 -1.717
C 1.725 3.100 0.952 -1.440
H -4.151 2.704 -2.675 0.465
H -3.152 2.798 -1.204 0.193
H -3.817 1.241 -1.715 0.255
H -2.250 3.727 -4.046 0.547
H -0.608 3.056 -3.916 0.066
H -1.322 3.893 -2.537 0.076
H -3.186 1.444 -4.720 0.416
H -2.798 0.037 -3.697 0.295
H -1.525 0.820 -4.639 0.332
H 2.803 3.190 -4.070 0.318
H 1.598 2.217 -4.933 0.388
H 3.295 1.694 -4.896 0.429
H 3.868 2.276 -1.952 0.327
H 4.263 0.709 -2.692 0.448
H 3.253 0.767 -1.248 -0.117
H 0.680 0.055 -3.779 -0.038
H 1.682 -0.655 -2.513 -0.082
H 2.339 -0.468 -4.134 0.587
H -1.195 4.932 1.046 0.328
H 0.237 5.134 2.082 0.385
H -0.676 3.611 2.108 0.282
H 0.187 5.537 -0.962 0.369
H 1.598 4.552 -1.392 0.074
H 1.683 5.672 -0.011 0.464
H 1.389 2.250 1.544 0.177
H 2.305 3.774 1.588 0.624
H 2.384 2.712 0.174 0.059
```

Summary:
* spin multiplicity: 1
* net charge: -2
* HOMO level: -0.13961 hartree
* E: -135568.2773 eV
* HOMO-LUMO gap: 8.1 eV
* molecular weight: 845.616 Da



2.
A single CH2O2S2 molecule. Source: the Open Molecules 2025 dataset; level of theory: ωB97M-V with the def2-TZVPD basis set.

```
7
Properties=species:S:1:pos:R:3:mulliken_charge:R:1
O -2.080 -2.023 0.536 -0.508
S -1.812 -1.032 -0.523 0.379
S -1.708 1.107 0.505 0.404
O -1.942 2.068 -0.534 -0.491
C -0.352 0.047 0.025 -0.430
H 0.336 -0.433 0.826 0.331
H 0.225 0.524 -0.851 0.315
```

Summary:
* structure (SMILES): O=S1#S(=O)C1
* spin multiplicity: 1
* HOMO level (spin up / spin down): -0.32772 / -0.32769 hartree
* E: -26832.1997 eV
* HOMO-LUMO gap (spin up / spin down): 8.0 / 7.9 eV
* molecular weight: 110.159 Da



3.
A molecular structure, C8H7AgBF7IN2OS. Source: the Open Molecules 2025 dataset; level of theory: ωB97M-V with the def2-TZVPD basis set.

```
29
Properties=species:S:1:pos:R:3:mulliken_charge:R:1
Ag -0.214 0.909 -0.413 0.483
F 1.574 4.657 3.813 -0.251
C 0.297 4.229 3.622 0.717
F -0.231 4.981 2.655 -0.221
F -0.373 4.570 4.762 -0.307
C 0.230 2.746 3.405 -0.150
C -0.031 1.959 4.512 -0.217
C -0.147 0.586 4.378 -0.849
C -0.003 0.059 3.106 -0.321
N 0.282 0.783 2.036 -0.130
C 0.420 2.133 2.135 0.539
S 0.843 2.960 0.694 -0.544
H -0.171 2.425 5.479 0.428
H -0.358 -0.051 5.225 0.381
H -0.126 -1.006 2.932 0.361
N 1.410 -2.161 0.001 -0.234
C 2.004 -1.039 -0.453 0.746
O 1.502 -0.342 -1.320 -0.842
C 3.326 -0.655 0.171 -0.997
I 4.892 -1.926 -0.568 0.014
H 0.431 -2.268 -0.248 0.443
H 1.729 -2.600 0.846 0.194
H 3.334 -0.764 1.251 0.396
H 3.576 0.359 -0.116 0.386
F -2.479 0.204 -0.934 -0.427
B -2.506 -1.089 -0.311 0.529
F -3.475 -1.887 -0.894 -0.345
F -2.723 -0.936 1.062 -0.389
F -1.206 -1.675 -0.505 -0.392
```

Summary:
* spin multiplicity: 1
* net charge: -1
* HOMO level: -0.17883 hartree
* E: -56081.9479 eV
* HOMO-LUMO gap: 6.9 eV
* molecular weight: 557.794 Da



4.
A molecular structure, CH3NS2. Source: the Open Molecules 2025 dataset; level of theory: ωB97M-V with the def2-TZVPD basis set.

```
7
Properties=species:S:1:pos:R:3:mulliken_charge:R:1
C 0.940 -0.281 1.991 -0.129
N 0.307 -0.100 -0.942 -0.550
S 2.089 -0.499 3.021 -0.148
S 1.778 -0.667 -0.212 -0.048
H -0.025 0.184 2.174 0.337
H 0.636 0.307 -1.819 0.276
H -0.205 -0.928 -1.275 0.261
```

Summary:
* spin multiplicity: 1
* HOMO level: -0.30306 hartree
* E: -24243.1588 eV
* HOMO-LUMO gap: 7.7 eV
* molecular weight: 93.176 Da